{"formula": "C43H40BrF4N4O4SSbSc", "method": "the ωB97M-V functional and the def2-TZVPD basis", "symbols": ["Sc", "C", "C", "N", "C", "C", "C", "C", "N", "C", "C", "F", "C", "F", "C", "C", "F", "C", "F", "H", "H", "H", "H", "H", "H", "H", "H", "H", "H", "H", "H", "H", "H", "H", "C", "C", "C", "C", "C", "Br", "N", "C", "H", "H", "H", "H", "H", "H", "O", "C", "C", "C", "C", "C", "C", "C", "O", "N", "O", "O", "H", "H", "H", "H", "S", "Sb", "C", "C", "C", "C", "C", "C", "C", "C", "C", "C", "C", "C", "C", "C", "C", "C", "C", "C", "H", "H", "H", "H", "H", "H", "H", "H", "H", "H", "H", "H", "H", "H", "H"], "xyz": [[-0.17, 0.23, -0.59], [1.00, 0.34, 4.29], [-0.33, 1.06, 4.52], [-1.21, 0.98, 3.35], [-2.12, 2.12, 3.22], [-3.09, 2.36, 4.39], [-1.88, -0.30, 3.21], [-2.02, -0.76, 1.76], [-0.74, -0.83, 1.07], [0.19, -1.77, 1.44], [1.52, -1.53, 1.08], [1.75, -0.31, 0.47], [2.58, -2.37, 1.29], [3.80, -2.01, 0.88], [2.38, -3.56, 1.96], [1.09, -3.83, 2.36], [0.83, -4.97, 3.01], [0.03, -2.98, 2.12], [-1.19, -3.38, 2.54], [1.66, 0.48, 5.15], [1.49, 0.73, 3.39], [0.85, -0.74, 4.16], [-0.81, 0.68, 5.42], [-0.12, 2.12, 4.70], [-2.69, 1.99, 2.30], [-1.51, 3.02, 3.08], [-3.80, 1.54, 4.50], [-3.66, 3.27, 4.22], [-2.55, 2.46, 5.33], [-2.89, -0.28, 3.67], [-1.32, -1.06, 3.75], [-2.64, -0.05, 1.21], [-2.53, -1.72, 1.74], [3.19, -4.26, 2.14], [3.17, 2.30, -4.83], [2.74, 2.46, -3.40], [3.41, 3.30, -2.51], [3.00, 3.39, -1.20], [1.92, 2.63, -0.81], [1.28, 2.70, 0.97], [1.26, 1.81, -1.62], [1.68, 1.74, -2.89], [3.52, 3.24, -5.25], [2.34, 1.93, -5.45], [3.98, 1.58, -4.91], [4.25, 3.89, -2.85], [3.49, 4.05, -0.49], [1.10, 1.10, -3.55], [1.11, -0.96, -1.89], [0.94, -1.72, -2.85], [-0.32, -2.22, -3.28], [-0.36, -3.18, -4.30], [-1.54, -3.78, -4.61], [-2.70, -3.51, -3.87], [-2.68, -2.56, -2.88], [-1.50, -1.83, -2.61], [-1.53, -0.83, -1.79], [-1.59, -4.76, -5.71], [-0.59, -4.90, -6.38], [-2.68, -5.24, -5.97], [1.83, -2.06, -3.39], [0.55, -3.46, -4.84], [-3.60, -4.06, -4.09], [-3.56, -2.35, -2.29], [-1.90, 2.12, -0.62], [-3.21, 1.45, -2.40], [-4.37, 3.16, -2.83], [-5.17, 3.14, -3.97], [-5.97, 4.24, -4.26], [-5.99, 5.33, -3.41], [-5.19, 5.35, -2.27], [-4.38, 4.26, -1.98], [-4.72, 0.02, -2.12], [-5.17, -0.20, -0.83], [-6.27, -1.03, -0.64], [-6.90, -1.61, -1.73], [-6.45, -1.37, -3.02], [-5.35, -0.55, -3.22], [-2.08, 1.30, -4.17], [-1.33, 2.44, -4.46], [-0.58, 2.49, -5.63], [-0.58, 1.41, -6.50], [-1.33, 0.28, -6.22], [-2.09, 0.22, -5.05], [-5.16, 2.29, -4.65], [-6.59, 4.23, -5.15], [-6.62, 6.18, -3.64], [-5.20, 6.21, -1.61], [-3.76, 4.27, -1.09], [-4.68, 0.25, 0.02], [-6.63, -1.22, 0.37], [-7.76, -2.26, -1.58], [-6.94, -1.82, -3.87], [-4.99, -0.36, -4.23], [-1.33, 3.28, -3.78], [-0.01, 3.38, -5.86], [0.00, 1.46, -7.42], [-1.33, -0.56, -6.90], [-2.67, -0.67, -4.84]], "mulliken_charge": [-0.663, -0.910, -0.965, 1.082, -0.332, -1.294, -1.310, -0.500, 1.578, 0.223, -0.023, -0.160, -0.077, -0.305, -0.652, 0.250, -0.324, 0.467, -0.382, 0.498, 0.003, 0.217, 0.357, 0.497, -0.089, 0.361, 0.298, 0.450, 0.287, 0.342, 0.559, -0.447, 0.473, 0.533, -1.503, 0.290, -0.578, -0.874, 0.296, -0.074, 0.781, -0.363, 0.434, 0.228, 0.345, 0.473, 0.520, 0.475, -0.274, -0.661, 0.930, -0.610, -0.649, -0.489, -0.960, -0.171, 0.926, 1.022, -0.605, -0.611, 0.332, 0.583, 0.544, 0.796, -0.733, 1.449, 0.843, -0.465, -0.695, -0.510, -0.607, -0.607, 0.878, -0.410, -0.687, -0.626, -0.694, -0.452, 1.024, -0.955, -0.669, -0.648, -0.727, -0.328, 0.270, 0.409, 0.394, 0.415, 0.439, 0.218, 0.464, 0.420, 0.476, 0.319, 0.433, 0.485, 0.466, 0.499, 0.315], "e_above_lowest_kcal_mol": 24.1, "total_energy_ev": -178371.7281, "homo_ev": -10.1, "max_force_ev_per_a": 1.2, "total_charge": 1}